65
Properties=species:S:1:pos:R:3 method="wB97M-V/def2-TZVPD" homo_lumo_gap_ev=8.28 homo_energy_ha=-0.286 max_force_ev_per_a=1.69 smiles="O=C(C1CCN(c2nnc(N3CCCC3=O)s2)CC1)N1CCN(Cc2ccc3c(c2)OCO3)CC1" spin_multiplicity=1 energy_ha=-1960.23936 charge=0 e_lumo_ev=0.50 relative_energy_kcal_mol=29.1
O 1.32757 4.19079 0.54594
C 0.74084 3.24601 0.04961
C -0.54965 2.70978 0.65992
C -0.66393 3.13490 2.12602
C -1.88608 2.44999 2.75795
N -2.89648 2.17874 1.74776
C -3.12004 0.90111 1.38864
N -2.78837 -0.12807 2.10229
N -3.17820 -1.29224 1.58261
C -3.80292 -1.17392 0.46690
N -4.31293 -2.22067 -0.24539
C -4.20979 -3.59461 0.20210
C -5.24018 -4.31967 -0.66899
C -5.32783 -3.45445 -1.92675
C -4.92868 -2.07209 -1.45284
O -5.08828 -1.01185 -2.01209
S -3.98677 0.47910 -0.10728
C -3.01022 3.22965 0.76516
C -1.75014 3.27793 -0.12032
N 1.17047 2.67223 -1.09801
C 0.66994 1.49077 -1.75772
C 1.72628 0.38169 -1.70031
N 2.93736 0.84978 -2.34331
C 3.92906 -0.19235 -2.57201
C 4.48609 -0.81745 -1.31410
C 5.59811 -0.26926 -0.69158
C 6.10451 -0.77419 0.50391
C 5.45099 -1.84897 1.05356
C 4.33439 -2.41232 0.43436
C 3.83523 -1.91728 -0.74386
O 3.88639 -3.47048 1.18064
C 4.75223 -3.55311 2.29228
O 5.73009 -2.53977 2.20318
C 3.45361 2.01522 -1.64974
C 2.40786 3.12823 -1.69954
H -0.55689 1.61634 0.62906
H -0.74864 4.22080 2.16952
H 0.24062 2.85740 2.66600
H -1.61624 1.49423 3.20737
H -2.32911 3.08896 3.52835
H -3.19212 -3.96107 0.02838
H -4.41647 -3.65144 1.27152
H -6.20622 -4.33968 -0.16378
H -4.94204 -5.34353 -0.88278
H -4.61004 -3.76894 -2.68772
H -6.31608 -3.43774 -2.38164
H -3.90456 3.06784 0.16060
H -3.13027 4.16679 1.31364
H -1.54353 4.31106 -0.40313
H -1.91106 2.70542 -1.03454
H -0.25691 1.13983 -1.31127
H 0.47969 1.74037 -2.80805
H 1.35776 -0.49292 -2.24069
H 1.89483 0.10086 -0.64558
H 3.45146 -0.95924 -3.18778
H 4.73799 0.25983 -3.15167
H 6.09708 0.57159 -1.14889
H 6.97013 -0.34419 0.97856
H 2.97814 -2.37086 -1.21373
H 5.24355 -4.53931 2.30395
H 4.17263 -3.42647 3.22097
H 4.36070 2.35022 -2.15624
H 3.69703 1.79707 -0.59598
H 2.74879 4.00338 -1.14553
H 2.21332 3.40024 -2.74190